--- w ---
24
Properties=species:S:1:pos:R:3 method="wB97M-V/def2-TZVPD" charge=0 multiplicity=1 molar_mass_g_mol=144.12 lumo_energy_ev=-0.168 orbital_gap_ha=0.38099 smiles=O.O.O.O.O.O.O.O
O -1.040 -0.387 1.977
H -1.963 -0.579 2.181
H -0.509 -0.658 2.735
O -2.138 -2.257 -0.836
H -1.627 -2.319 0.020
H -2.849 -2.838 -0.701
O 1.986 -1.769 -1.976
H 2.868 -1.391 -1.950
H 1.515 -1.064 -1.575
O 0.012 2.758 -0.818
H 0.197 3.215 -0.008
H -0.964 2.737 -0.761
O 3.427 1.443 0.172
H 2.770 1.943 -0.264
H 2.960 0.778 0.729
O 2.040 -0.302 1.630
H 1.721 0.387 2.261
H 1.444 -0.164 0.900
O 0.248 -0.044 -0.356
H -0.246 -0.121 0.508
H 0.096 0.854 -0.681
O -3.191 0.222 -0.832
H -2.646 -0.541 -1.149
H -4.109 0.098 -1.206

---

--- x ---
24
Properties=species:S:1:pos:R:3 method="wB97M-V/def2-TZVPD" charge=0 multiplicity=1 molar_mass_g_mol=144.12 lumo_energy_ev=-0.316 orbital_gap_ha=0.38003 smiles=O.O.O.O.O.O.O.O
O -7.998 -18.889 -18.136
H -8.532 -19.661 -18.355
H -7.262 -19.233 -17.618
O -15.660 -17.187 -19.178
H -16.049 -17.704 -18.468
H -14.864 -16.791 -18.794
O -13.443 -15.886 -17.988
H -13.239 -15.007 -18.322
H -12.978 -15.948 -17.146
O -10.687 -19.941 -20.784
H -10.850 -19.076 -20.364
H -10.138 -20.435 -20.172
O -7.281 -16.768 -20.066
H -7.738 -17.461 -19.571
H -6.623 -16.423 -19.458
O -11.646 -16.204 -22.253
H -12.512 -16.178 -21.837
H -11.024 -16.052 -21.534
O -11.146 -17.568 -19.388
H -12.006 -17.153 -19.260
H -10.627 -17.270 -18.625
O -9.705 -16.865 -17.025
H -9.013 -16.293 -16.683
H -9.237 -17.680 -17.271

---

Stability summary: most stable x, least stable w.